Below is a cluster of 10 separate species, C69H151N7O10 in total in a non-equilibrium geometry, with properties calculated with ωB97M-V with the def2-TZVPD basis set.

Values from the calculation:
**E_tot**: -3854.4807 Eh
**Gap between HOMO and LUMO (spin up / spin down)**: 0.2316 / 0.0952 hartree
**Molecular weight**: 1239.006 g/mol
**F_max**: 5.86 eV/A
**⟨S²⟩**: 0.75

```
! wB97M-V def2-TZVPD RIJCOSX def2/J DEFGRID3
* xyz 1 2
O 17.5095 -15.8467 -2.8599
H 18.3371 -15.4220 -2.6341
H 17.0371 -15.9085 -2.0297
C 10.7906 -13.0917 9.2570
C 11.8586 -12.2240 8.5825
C 13.1247 -12.2057 9.5021
C 14.3975 -11.6361 8.8386
C 14.7842 -12.5803 7.7039
C 13.6336 -12.6862 6.6105
N 12.2876 -12.7822 7.2928
O 11.2266 -13.2180 6.4118
C 13.6251 -11.4795 5.7046
C 13.9285 -14.0488 5.8622
C 11.2291 -10.7600 8.3860
H 10.3126 -12.7557 10.1772
H 11.1982 -14.0873 9.4326
H 9.9163 -13.2731 8.6318
H 13.0276 -11.4017 10.2316
H 13.3795 -13.1719 9.9376
H 15.2885 -11.6620 9.4660
H 14.2865 -10.6386 8.4133
H 15.1479 -13.5225 8.1139
H 15.6516 -12.1266 7.2244
H 13.2327 -10.6351 6.2714
H 14.5852 -11.3229 5.2128
H 12.9860 -11.6920 4.8476
H 14.8059 -14.0269 5.2157
H 13.9906 -14.8899 6.5527
H 13.0837 -14.2443 5.2016
H 11.8183 -10.0952 7.7544
H 11.3113 -10.1904 9.3117
H 10.2165 -10.7884 7.9837
H 11.3122 -14.1666 6.5324
C 9.2625 -11.2612 -7.1777
C 9.6119 -10.6093 -5.8478
C 8.4998 -9.6572 -5.4204
C 7.2659 -10.4017 -4.9627
C 7.6112 -11.5312 -3.7959
C 8.8310 -12.4624 -4.1403
N 9.8468 -11.6347 -4.7597
O 11.1251 -12.2406 -4.7417
C 9.3142 -12.8891 -2.7300
C 8.2566 -13.7332 -4.8649
C 10.8858 -9.7180 -6.0745
H 8.5258 -10.6890 -7.7416
H 8.6665 -12.1739 -7.1773
H 9.9176 -11.3103 -8.0475
H 8.8674 -9.0585 -4.5870
H 8.1882 -8.9729 -6.2095
H 6.9142 -10.9075 -5.8619
H 6.4482 -9.7451 -4.6656
H 6.7443 -12.1803 -3.6718
H 7.7128 -10.9994 -2.8499
H 8.4272 -13.2867 -2.2369
H 10.0117 -13.7168 -2.6017
H 9.6934 -11.9697 -2.2839
H 7.5567 -13.4862 -5.6631
H 9.1194 -14.2044 -5.3356
H 7.8329 -14.4533 -4.1648
H 11.2760 -9.2607 -5.1652
H 10.9406 -9.1387 -6.9961
H 11.7031 -10.4175 -6.2502
H 11.1011 -12.9194 -5.4202
C 11.4237 -17.8021 -5.9420
C 12.5124 -16.6337 -5.6287
C 13.8495 -17.3121 -5.3582
C 15.0543 -16.4290 -5.4984
C 14.9704 -15.9125 -6.9259
C 13.7229 -15.0827 -7.2239
N 12.5613 -15.8535 -6.8541
O 11.4399 -15.2527 -7.2158
C 13.8119 -13.6697 -6.5508
C 13.6893 -14.8848 -8.7347
C 12.1725 -15.7672 -4.2854
H 11.7179 -18.4033 -6.8023
H 10.4477 -17.4187 -6.2395
H 11.3388 -18.4872 -5.0986
H 13.8154 -17.7191 -4.3476
H 13.8827 -18.1500 -6.0546
H 15.9963 -16.9712 -5.4159
H 15.0616 -15.5882 -4.8048
H 15.0399 -16.7798 -7.5826
H 15.8850 -15.3409 -7.0836
H 14.8392 -13.3202 -6.4473
H 13.0499 -13.0577 -7.0334
H 13.4154 -13.7428 -5.5381
H 14.6868 -14.6057 -9.0742
H 13.4694 -15.7790 -9.3179
H 12.9821 -14.1090 -9.0282
H 12.1154 -16.4107 -3.4074
H 11.2138 -15.2740 -4.4457
H 12.9649 -15.0561 -4.0518
H 11.2277 -15.6265 -8.0742
C 9.5039 -11.9386 4.3820
C 8.6843 -10.9584 3.5788
C 9.4793 -10.2276 2.5074
C 9.9229 -10.9828 1.2673
C 8.5856 -11.5547 0.6814
C 7.6544 -12.2665 1.5904
N 7.5130 -11.5354 2.9167
O 6.6545 -12.1818 3.6765
C 6.2833 -12.3522 0.8192
C 8.2828 -13.6807 1.6657
C 8.1395 -9.9312 4.6200
H 10.1780 -11.3189 4.9735
H 10.1174 -12.6164 3.7885
H 8.8953 -12.5535 5.0449
H 8.8817 -9.3784 2.1758
H 10.3745 -9.7898 2.9492
H 10.5283 -11.7559 1.7404
H 10.4736 -10.2822 0.6396
H 8.7913 -12.0708 -0.2563
H 8.0559 -10.6558 0.3660
H 6.2436 -13.1942 0.1281
H 5.4991 -12.5653 1.5458
H 5.9709 -11.4316 0.3263
H 8.2205 -14.1948 0.7065
H 9.3386 -13.5850 1.9190
H 7.6592 -14.3751 2.2288
H 7.4813 -9.1580 4.2236
H 8.9315 -9.6483 5.3133
H 7.4913 -10.4467 5.3286
H 6.0359 -11.4680 3.8479
C 12.9587 -12.6403 -0.4713
C 14.4285 -13.1886 -0.6141
C 15.3869 -12.3989 0.2770
C 15.3111 -12.8556 1.7326
C 15.7012 -14.3026 1.7517
C 14.8734 -15.2931 0.8466
N 14.5620 -14.6573 -0.4554
O 13.7799 -15.4247 -1.3582
C 15.6046 -16.5726 0.6715
C 13.6117 -15.6175 1.6758
C 14.9232 -12.8024 -2.0751
H 12.3045 -13.1183 -1.2005
H 12.9152 -11.5533 -0.5387
H 12.5039 -12.8428 0.4984
H 16.4456 -12.5427 0.0613
H 15.2261 -11.3229 0.2101
H 14.3453 -12.6140 2.1764
H 16.0591 -12.3252 2.3219
H 15.5495 -14.6649 2.7685
H 16.7671 -14.3846 1.5386
H 14.9707 -17.3523 0.2491
H 16.5133 -16.3664 0.1059
H 16.0014 -16.9322 1.6209
H 13.8797 -16.1809 2.5696
H 13.1589 -14.6838 2.0096
H 12.8566 -16.1641 1.1110
H 14.9087 -11.7278 -2.2574
H 14.5206 -13.4734 -2.8340
H 15.9898 -13.0095 -2.1619
H 14.3759 -15.7444 -2.0395
C 21.2189 -22.0731 1.7663
C 21.8468 -20.7718 1.3754
C 22.7729 -21.1285 0.1364
C 23.2234 -19.8122 -0.4848
C 22.0582 -18.8875 -0.8545
C 21.0741 -18.4653 0.4000
N 20.7804 -19.7538 1.0538
O 19.8930 -19.5327 2.0853
C 21.6401 -17.3506 1.3282
C 19.7900 -17.8526 -0.1676
C 22.7597 -20.3918 2.5704
H 21.8296 -22.8263 2.2642
H 20.5325 -22.6019 1.1051
H 20.6019 -21.8869 2.6454
H 23.7274 -21.6035 0.3634
H 22.3318 -21.8536 -0.5475
H 23.8488 -19.9034 -1.3729
H 23.9256 -19.3359 0.1993
H 21.3871 -19.2932 -1.6116
H 22.4198 -17.9929 -1.3615
H 20.8122 -17.0620 1.9758
H 22.5531 -17.6458 1.8453
H 21.9097 -16.4374 0.7977
H 19.1439 -18.6817 -0.4564
H 19.2852 -17.2875 0.6159
H 20.1086 -17.2777 -1.0371
H 23.2442 -21.3033 2.9204
H 22.2315 -20.0543 3.4622
H 23.4053 -19.5178 2.4842
H 19.1153 -20.0013 1.7736
C 17.8744 -7.0805 -3.8134
C 16.6953 -6.1015 -4.0272
C 16.2368 -6.0879 -5.5342
C 14.7498 -5.8907 -5.7639
C 14.0985 -7.0659 -5.2518
C 14.3424 -7.2214 -3.7108
N 15.5642 -6.5780 -3.1287
O 15.8199 -6.9495 -1.8075
C 13.0329 -6.6422 -2.9827
C 14.4619 -8.7589 -3.3559
C 17.1197 -4.6560 -3.6683
H 18.6879 -6.7881 -4.4773
H 17.5551 -8.0710 -4.1377
H 18.3179 -7.0850 -2.8177
H 16.5898 -5.1446 -5.9510
H 16.6674 -6.8840 -6.1416
H 14.6066 -5.8706 -6.8443
H 14.3992 -4.9816 -5.2753
H 14.3019 -7.9650 -5.8334
H 13.0440 -7.0335 -5.5257
H 12.8280 -5.7029 -3.4963
H 12.1671 -7.2941 -3.0996
H 13.0721 -6.4077 -1.9189
H 14.3780 -8.9457 -2.2853
H 13.6263 -9.3206 -3.7735
H 15.4243 -9.1603 -3.6732
H 16.3839 -3.9350 -4.0245
H 18.0593 -4.5896 -4.2168
H 17.2674 -4.5691 -2.5919
H 15.7122 -6.1192 -1.3378
C 17.5167 -14.9477 5.6646
C 18.4210 -13.7362 6.0291
C 19.7113 -13.7783 5.2406
O 17.6339 -12.6423 5.7234
H 16.5421 -14.9573 6.1526
H 17.9340 -15.9544 5.6407
H 17.3339 -14.8303 4.5965
H 18.5686 -13.7453 7.1090
H 20.5372 -14.3976 5.5905
H 20.0158 -12.7406 5.1044
H 19.4868 -14.1680 4.2478
H 17.8877 -11.9883 6.3787
C 21.7202 -13.6567 -0.9070
C 20.2014 -13.4332 -0.7825
C 20.0027 -11.8626 -0.6056
O 19.4876 -13.8743 -1.9678
H 22.2295 -13.2869 -1.7969
H 21.9472 -14.7221 -0.8698
H 22.2195 -13.2010 -0.0519
H 19.8528 -14.1441 -0.0333
H 20.4298 -11.2661 -1.4118
H 20.4508 -11.4975 0.3185
H 18.9309 -11.6704 -0.6551
H 19.7301 -13.3316 -2.7217
*
```